(1)
{
  "formula": "C3H6I2O",
  "method": "the ωB97M-V functional and the def2-TZVPD basis",
  "largest_force_ev_per_a": 4.85,
  "orbital_gap_ev": 9.218,
  "relative_energy_kcal_mol": 32.8,
  "e_tot_ev": -21455.53231,
  "smiles": "C[C@@](O)(I)CI",
  "lumo_energy_ev": -0.35,
  "charge": 0,
  "species": ["I", "I", "O", "C", "C", "C", "H", "H", "H", "H", "H", "H"],
  "coordinates": [[-2.4505, 0.6499, 0.2200], [2.5990, 0.6719, 0.3069], [-0.0206, 0.2318, -1.7614], [-0.3335, 0.0530, -0.0533], [0.4961, 1.0720, 0.5970], [-0.1002, -1.3794, 0.2016], [0.9928, -1.7170, 0.0800], [0.2600, 0.9068, 1.7654], [0.3642, 2.1119, 0.1421], [-0.6354, 0.8937, -2.0393], [-0.6400, -1.8568, -0.6081], [-0.5318, -1.6378, 1.1492]],
  "lowdin_charge": [0.828, 0.799, -0.195, -0.922, -0.720, -0.183, 0.075, 0.109, 0.066, -0.008, 0.079, 0.071]
}


(2)
{
  "formula": "C17H28IN3O7PS",
  "method": "the ωB97M-V functional and the def2-TZVPD basis",
  "largest_force_ev_per_a": 3.78,
  "orbital_gap_ev": 1.338,
  "e_tot_ev": -65100.21919,
  "lumo_energy_ev": 5.29,
  "charge": -3,
  "species": ["I", "S", "P", "O", "O", "O", "O", "O", "O", "O", "N", "N", "N", "C", "C", "C", "C", "C", "C", "C", "C", "C", "C", "C", "C", "C", "C", "C", "C", "C", "H", "H", "H", "H", "H", "H", "H", "H", "H", "H", "H", "H", "H", "H", "H", "H", "H", "H", "H", "H", "H", "H", "H", "H", "H", "H", "H", "H"],
  "coordinates": [[-3.6540, 0.1651, -2.5002], [-0.0188, 1.5227, 3.5467], [-7.2799, -0.5372, 0.3492], [-1.0544, -0.1643, -1.0550], [-6.2344, -1.5681, 0.8414], [-6.5763, 0.4782, -0.5851], [-7.8868, 0.2206, 1.5518], [-4.1361, 1.1906, 2.0041], [-8.4028, -1.2754, -0.4154], [-3.2944, -0.5387, 0.8131], [-0.9376, -0.6902, -3.3980], [-2.3344, 0.0059, 2.9586], [-3.8277, 3.5852, 1.9254], [-2.2932, -1.5210, 0.6858], [2.3477, -1.0748, 0.1109], [3.8229, -1.1856, 0.6110], [-0.9409, -0.9984, 0.1046], [-1.4057, 0.7153, 3.3181], [1.3291, -1.9852, 0.8975], [-1.6761, -0.7936, -2.1496], [3.4755, 1.0723, 1.9358], [3.9891, 2.1143, 0.8864], [0.0917, -2.1899, -0.0699], [-3.9970, 2.4726, 1.8012], [4.1688, -0.3229, 1.8712], [0.1422, 1.5894, -3.2465], [0.1124, 0.0478, -3.3661], [1.4942, -0.6523, -3.5247], [2.9717, 2.4290, -0.2633], [-2.9099, 0.4785, 1.6717], [4.4724, -0.8721, -0.2474], [2.3412, -1.4794, -0.9312], [-0.0777, 1.8338, -2.1783], [1.1928, 1.9421, -3.4056], [4.0488, -2.2683, 0.7751], [1.7898, -2.9876, 1.0721], [3.7129, 1.4935, 2.9454], [4.1637, 3.0737, 1.4361], [2.2868, -0.2015, -2.9021], [1.7837, -0.5484, -4.6127], [2.8176, 1.5864, -0.9685], [1.4288, -1.7474, -3.3541], [-0.4889, -0.3531, 0.9000], [3.3951, 3.2767, -0.8579], [-2.0778, -2.0626, 1.6424], [2.3668, 0.9534, 1.9252], [-2.2405, 1.2043, 1.1487], [-2.6998, -2.3085, 0.0037], [0.3981, -2.3061, -1.1282], [0.9981, -1.5218, 1.8531], [4.0184, -0.9068, 2.8108], [-1.9179, -1.8613, -1.9964], [5.2748, -0.1302, 1.8288], [-0.4434, -3.1020, 0.2836], [1.9608, -0.0396, 0.0355], [4.9621, 1.8551, 0.4130], [2.0080, 2.8101, 0.1474], [-0.5595, 2.0779, -3.9495]],
  "lowdin_charge": [0.792, 0.421, -0.190, -0.175, -0.406, -0.453, -0.437, 0.100, -0.453, -0.057, 0.018, 0.119, 0.148, -0.159, -0.217, -0.251, -0.292, -0.741, -0.187, -0.749, -0.240, -0.283, -0.130, -0.346, -0.263, -0.044, -0.371, -0.098, -0.151, -0.355, 0.083, 0.085, 0.086, 0.061, 0.084, 0.097, 0.085, 0.081, 0.053, 0.067, 0.045, 0.061, 0.122, 0.055, 0.136, 0.055, 0.158, 0.142, 0.102, 0.105, 0.084, 0.089, 0.080, 0.106, 0.087, 0.086, 0.079, 0.076]
}


(3)
{
  "formula": "C32H45F6IrN3O7S5Si",
  "method": "the ωB97M-V functional and the def2-TZVPD basis",
  "spin_multiplicity": 2,
  "largest_force_ev_per_a": 1.19,
  "orbital_gap_ev": [7.185, 5.245],
  "relative_energy_kcal_mol": 0.0,
  "e_tot_ev": -133903.88725,
  "s_squared": 0.76,
  "lumo_energy_ev": [-6.56, -8.50],
  "charge": 2,
  "species": ["Ir", "S", "S", "S", "S", "S", "Si", "F", "F", "F", "F", "F", "F", "O", "O", "O", "O", "O", "O", "O", "N", "N", "N", "C", "C", "C", "C", "C", "C", "C", "C", "C", "C", "C", "C", "C", "C", "C", "C", "C", "C", "C", "C", "C", "C", "C", "C", "C", "C", "C", "C", "C", "C", "C", "C", "H", "H", "H", "H", "H", "H", "H", "H", "H", "H", "H", "H", "H", "H", "H", "H", "H", "H", "H", "H", "H", "H", "H", "H", "H", "H", "H", "H", "H", "H", "H", "H", "H", "H", "H", "H", "H", "H", "H", "H", "H", "H", "H", "H", "H"],
  "coordinates": [[0.5091, -0.7599, -1.2411], [1.1433, 0.0703, -4.0364], [1.9869, -2.3196, -0.5309], [-0.3231, -1.7462, 0.5898], [-0.5798, -2.4109, -2.3596], [-1.4423, 0.7948, -3.3215], [3.2730, 0.0063, 0.1135], [2.4616, 0.1106, -6.2854], [-0.1606, 3.0571, -3.3249], [-2.1890, 3.1739, -2.5644], [1.3406, 1.9192, -5.9090], [-1.8381, 2.9684, -4.6948], [3.1604, 1.5219, -4.8014], [1.8644, 0.7853, 0.1449], [3.9890, -0.6277, 1.3529], [4.0896, 0.1051, -1.2185], [-1.0172, 0.6232, -1.9070], [1.5464, -1.2954, -4.2096], [1.5135, 0.6600, -2.7241], [-2.7457, 0.3457, -3.6487], [-0.6484, -4.9232, -1.5712], [-0.3765, 0.2885, -4.3581], [0.3805, -4.3691, 0.9237], [5.4116, -1.9174, -1.4801], [4.0376, -0.7972, 2.8240], [6.4791, 0.2739, -0.8330], [4.9689, 0.2557, 3.3872], [4.6003, -2.1931, 3.0181], [-2.9877, -5.2459, 3.4766], [-1.3219, -5.2780, -2.8499], [0.2547, -3.3553, 0.0646], [-2.7817, -3.8557, -4.3160], [-1.4261, -6.8601, 4.3363], [2.3435, 2.7213, 1.5680], [-0.4505, -6.0252, -0.6185], [-0.3252, -3.6899, -1.2796], [-3.9469, -3.1391, -4.5470], [2.3373, 2.9477, -0.9225], [-4.7445, -3.7343, -2.3576], [-4.9234, -3.0710, -3.5655], [0.4921, -4.2339, 2.3817], [1.6813, 2.3007, 0.2739], [0.1850, 2.4743, 0.3047], [0.6532, -5.6776, 0.3424], [2.0904, 0.9761, -5.3728], [-3.5845, -4.4558, -2.1295], [2.6291, -0.6837, 3.3660], [-2.7284, -6.4101, 4.1916], [-1.9439, -4.5378, 2.9052], [5.4169, -0.4133, -1.6675], [-2.5924, -4.5073, -3.1043], [-0.3784, -6.1505, 3.7612], [5.4933, -0.0263, -3.1288], [-1.4181, 2.6329, -3.4941], [-0.6327, -4.9882, 3.0454], [-1.2216, -7.7607, 4.8990], [5.3627, 1.0486, -3.2488], [-0.1946, -6.9166, -1.1891], [1.9012, 2.2247, 2.4297], [3.4203, 2.5321, 1.5404], [7.4645, -0.0831, -1.1317], [2.6330, -0.8700, 4.4400], [0.6877, -6.4147, 1.1418], [4.5762, 1.2572, 3.2391], [5.5991, -2.2677, 2.5899], [-0.0393, 3.5380, 0.3908], [-4.0869, -2.6270, -5.4888], [5.9544, 0.1817, 2.9281], [-0.2503, 1.9663, 1.1653], [1.4601, -4.6278, 2.7027], [5.3451, -2.1852, -0.4236], [-3.5435, -6.9603, 4.6415], [5.0823, 0.0989, 4.4600], [4.6646, -2.4203, 4.0820], [4.7267, -0.5452, -3.7041], [3.4091, 2.7434, -0.9537], [-3.4568, -4.9839, -1.1893], [-5.8278, -2.5050, -3.7418], [-4.0033, -4.8870, 3.3764], [-2.0108, -3.8959, -5.0774], [-1.5329, -6.3441, -2.7791], [1.8833, 2.6178, -1.8601], [2.2171, 3.7967, 1.6956], [6.4509, 1.3532, -0.9846], [1.6249, -5.6652, -0.1635], [4.5821, -2.3659, -2.0300], [0.4628, -3.1761, 2.6320], [-2.1504, -3.6222, 2.3594], [-0.2777, 2.1046, -0.6131], [6.3482, 0.0502, 0.2268], [2.2108, 4.0268, -0.8330], [2.2094, 0.3075, 3.1948], [-0.6026, -5.1293, -3.6601], [-1.3890, -6.2026, -0.0875], [-5.5152, -3.6961, -1.5996], [6.4703, -0.3020, -3.5255], [3.9556, -2.9333, 2.5412], [6.3376, -2.3334, -1.8768], [0.6411, -6.4986, 3.8864], [1.9895, -1.4224, 2.8862]],
  "lowdin_charge": [0.680, 0.616, 0.683, 0.770, 0.881, 0.631, 0.243, 0.192, 0.140, 0.177, 0.178, 0.192, 0.157, -0.228, -0.109, -0.098, -0.486, -0.304, -0.425, -0.206, -0.056, -0.273, -0.114, -0.026, -0.580, -0.005, -0.001, -0.008, -0.059, -0.078, -0.890, -0.062, -0.055, -0.010, -0.069, -0.614, -0.051, -0.007, -0.055, -0.052, -0.100, -0.548, -0.004, -0.082, -0.668, -0.043, -0.004, -0.058, -0.041, -0.572, -0.287, -0.041, -0.008, -0.675, -0.228, 0.116, 0.095, 0.146, 0.086, 0.089, 0.108, 0.112, 0.140, 0.081, 0.099, 0.117, 0.118, 0.097, 0.104, 0.137, 0.080, 0.116, 0.109, 0.105, 0.089, 0.094, 0.113, 0.116, 0.113, 0.123, 0.139, 0.067, 0.116, 0.102, 0.149, 0.078, 0.087, 0.104, 0.052, 0.077, 0.116, 0.074, 0.144, 0.147, 0.113, 0.108, 0.082, 0.109, 0.118, 0.061]
}


(4)
{
  "formula": "C24H52BClIN6O4P2",
  "method": "the ωB97M-V functional and the def2-TZVPD basis",
  "largest_force_ev_per_a": 7.28,
  "orbital_gap_ev": 6.707,
  "e_tot_ev": -82738.47359,
  "lumo_energy_ev": 1.64,
  "charge": -1,
  "species": ["I", "Cl", "P", "P", "O", "O", "O", "O", "N", "N", "N", "N", "N", "N", "C", "C", "C", "C", "C", "C", "C", "C", "C", "C", "C", "C", "C", "C", "C", "C", "C", "C", "C", "C", "C", "C", "C", "C", "B", "H", "H", "H", "H", "H", "H", "H", "H", "H", "H", "H", "H", "H", "H", "H", "H", "H", "H", "H", "H", "H", "H", "H", "H", "H", "H", "H", "H", "H", "H", "H", "H", "H", "H", "H", "H", "H", "H", "H", "H", "H", "H", "H", "H", "H", "H", "H", "H", "H", "H", "H", "H"],
  "coordinates": [[-1.0131, -1.3262, 2.8979], [5.5720, 1.8067, 4.5429], [1.3322, -1.5868, -5.1893], [-4.2273, 2.5412, -0.3383], [-3.0973, 2.8291, 0.6199], [4.3083, 1.2883, 2.2923], [-0.1230, -1.2640, -5.4403], [2.2674, -2.4034, 4.0474], [2.8980, -2.3628, -4.9849], [-3.3001, 1.6846, -1.4996], [1.9494, -0.8702, -6.6298], [-5.5271, 2.6281, -1.5254], [1.5754, -0.6153, -3.7971], [-5.1536, 1.5033, 0.6734], [0.2285, -0.1976, 5.4857], [-6.9060, 2.8412, -1.0643], [4.1249, 1.3772, 3.4674], [4.2646, -1.7272, 5.2804], [2.7929, 1.1461, 4.1475], [2.2947, 0.6375, -3.7395], [4.9112, -1.6255, 6.5047], [-5.2728, 0.0664, 0.5491], [-1.8488, 1.8223, -1.4139], [3.0012, -3.5531, -5.8714], [-3.6350, 0.4067, -2.0988], [-0.7313, 0.7928, 6.2075], [-5.2494, 3.7069, -2.5099], [0.9935, -0.5667, -7.6874], [0.3027, 0.0423, 3.9576], [3.0158, -2.6449, 7.5835], [4.2768, -2.0656, 7.6469], [2.4971, -1.3740, 3.0295], [3.0769, 0.0362, -6.7197], [2.9849, -2.2619, 5.1779], [0.7147, -0.8868, -2.6509], [2.3964, -2.7326, 6.3554], [-5.5796, 2.0532, 1.9518], [3.3048, -2.8154, -3.6445], [1.8102, 0.0932, 3.3089], [-3.3768, -0.4311, -1.4414], [2.0216, -1.7658, 2.1181], [5.9017, -1.1841, 6.5723], [3.4726, 0.0501, -7.7407], [-7.5682, 2.9624, -1.9244], [2.3043, -4.3400, -5.5676], [-4.7522, 2.5208, 2.4935], [-5.6497, -0.2202, -0.4368], [4.7840, -1.3664, 4.3962], [4.2526, -3.3531, -3.7095], [-6.0099, -0.3337, 1.2476], [-1.3679, 1.5367, -2.3532], [-0.1319, 1.0394, 3.7854], [-7.2845, 1.9767, -0.5230], [0.8019, -0.1351, -1.8689], [-1.4360, 1.1949, -0.6147], [3.4894, -1.9767, -2.9777], [1.1981, -0.1143, 5.9916], [3.5630, -1.2812, 2.7633], [-4.6861, 0.3346, -2.3732], [-4.3240, -0.4485, 0.7408], [-0.9384, 0.3832, 7.2091], [-4.2626, 3.5800, -2.9537], [1.6854, 0.5999, 2.2063], [2.9929, 0.8259, 5.1795], [2.3988, 0.9868, -2.7118], [1.7948, 1.4317, -4.3095], [-3.0826, 0.2696, -3.0338], [2.5646, -3.4766, -3.1869], [1.4059, -3.1842, 6.2949], [-7.0005, 3.7274, -0.4298], [-1.5630, 2.8544, -1.2286], [2.7806, -3.2864, -6.9047], [0.4338, 0.3532, -7.4760], [3.9117, -0.2703, -6.0929], [-5.9715, 3.6768, -3.3272], [2.2534, 2.1104, 4.1438], [4.7742, -1.9555, 8.6108], [3.3223, 0.5285, -4.0966], [-6.3555, 2.8195, 1.8012], [-0.1973, 1.7375, 6.3834], [-6.0080, 1.2957, 2.6057], [-5.2867, 4.6960, -2.0420], [0.9835, -1.8479, -2.1923], [2.7957, 1.0645, -6.4646], [1.5056, -0.4417, -8.6454], [4.0146, -3.9559, -5.8567], [-0.1411, -1.2125, 5.6875], [-0.3406, -0.9368, -2.9356], [0.2829, -1.3784, -7.8193], [2.4709, -3.0272, 8.4436], [-1.6563, 0.9435, 5.6411]],
  "lowdin_charge": [0.745, 0.496, 0.708, 0.706, -0.292, 0.033, -0.308, -0.079, -0.276, -0.313, -0.321, -0.278, -0.343, -0.343, -0.342, -0.138, -0.761, -0.030, -0.147, -0.123, -0.100, -0.124, -0.135, -0.140, -0.139, -0.117, -0.141, -0.149, -0.649, -0.103, -0.132, -0.161, -0.149, -0.303, -0.120, -0.036, -0.133, -0.125, -0.660, 0.078, 0.074, 0.099, 0.074, 0.078, 0.078, 0.070, 0.062, 0.104, 0.081, 0.075, 0.070, 0.054, 0.075, 0.079, 0.088, 0.080, 0.090, 0.085, 0.065, 0.076, 0.062, 0.072, 0.095, 0.075, 0.083, 0.079, 0.076, 0.084, 0.117, 0.079, 0.070, 0.070, 0.084, 0.067, 0.075, 0.115, 0.090, 0.063, 0.062, 0.066, 0.075, 0.077, 0.070, 0.074, 0.074, 0.077, 0.065, 0.061, 0.067, 0.097, 0.064]
}


(5)
{
  "formula": "C2H3Cl2P",
  "method": "the ωB97M-V functional and the def2-TZVPD basis",
  "spin_multiplicity": 3,
  "largest_force_ev_per_a": 2.93,
  "orbital_gap_ev": [6.836, 6.469],
  "relative_energy_kcal_mol": 48.5,
  "e_tot_ev": -36449.34878,
  "s_squared": 2.01,
  "lumo_energy_ev": [0.44, -2.75],
  "charge": 0,
  "species": ["Cl", "Cl", "P", "C", "C", "H", "H", "H"],
  "coordinates": [[1.9657, 1.3215, -0.2481], [1.2494, -1.4777, -0.6743], [-0.4885, 0.2979, 1.7376], [0.8684, 0.2047, -0.9069], [-0.9942, 0.1118, 0.1825], [0.5751, 0.4390, -1.8898], [-1.5751, -0.3755, 2.1759], [-1.6008, -0.5215, -0.3768]],
  "lowdin_charge": [0.595, 0.547, 0.670, -1.144, -0.479, 0.014, -0.172, -0.030]
}